DFT (ωB97M-V with the def2-TZVPD basis set) results for a single C10H9P molecule.

The geometry in XYZ format:
```
20
Properties=species:S:1:pos:R:3:nbo_charge:R:1
C -2.26198 -0.73067 -0.15188 -0.240
C -1.15563 -1.42518 -0.04568 -0.143
C 0.13064 -0.69535 0.29930 -0.330
C 1.28386 -1.43582 -0.17385 -0.142
C 2.44856 -0.71581 -0.32109 -0.238
C 2.42988 0.72496 -0.43779 -0.240
C 1.32300 1.45764 -0.13881 -0.142
C 0.06362 0.80268 0.39827 -0.312
C -1.18506 1.44902 -0.08120 -0.173
C -2.23778 0.68769 -0.26972 -0.225
P 0.23697 -0.05787 2.04880 0.470
H -3.26589 -1.18874 -0.31256 0.211
H -1.31741 -2.39236 -0.36740 0.221
H 1.25729 -2.56560 -0.11288 0.227
H 3.23471 -1.31868 -0.61367 0.211
H 3.24158 1.32736 -0.80356 0.221
H 1.25939 2.52230 -0.43677 0.215
H -1.22454 2.51961 -0.25289 0.220
H -3.09269 1.21633 -0.74828 0.212
H -1.16852 -0.18151 2.52166 -0.022
```

## Properties
HOMO = -7.782 eV
structure (SMILES) = C1=C[C@]23C=CC=C[C@@]2(C=C1)P3
energy = -727.681876 Ha

=====

DFT (ωB97M-V with the def2-TZVPD basis set) results for a single C5H9NOS molecule.

The geometry in XYZ format:
```
17
Properties=species:S:1:pos:R:3:nbo_charge:R:1
S -2.86210 -0.35224 -0.04196 -0.123
C -1.34078 0.89579 0.07759 -0.466
C -0.02597 0.33993 0.34989 -0.003
C 1.20728 1.22206 0.04417 -0.056
O 2.16387 0.08414 -0.20284 -0.545
C 1.63065 -1.20846 -0.22117 -0.060
C 0.13647 -1.12124 0.01222 -0.115
N 0.02476 -0.64806 1.36023 -0.562
H -2.63184 -0.46022 -1.50082 0.151
H -1.74330 1.56339 -0.84363 0.247
H -1.49930 1.64457 0.79283 0.211
H 1.12603 1.96998 -0.73840 0.190
H 1.58460 1.84564 0.87040 0.193
H 2.27785 -1.96366 0.23557 0.206
H 1.59446 -1.55532 -1.34364 0.141
H -0.63850 -1.58108 -0.63330 0.232
H -1.00417 -0.67522 1.78288 0.360
```

## Properties
HOMO = -9.436 eV
structure (SMILES) = SC[C@]12COC[C@H]1N2
energy = -723.953617 Ha

=====

DFT (ωB97M-V with the def2-TZVPD basis set) results for a single C21H24N2O5 molecule.

The geometry in XYZ format:
```
52
Properties=species:S:1:pos:R:3:nbo_charge:R:1
C -3.03181 2.49407 0.96205 -0.255
O -3.08791 1.37039 0.11802 -0.509
C -2.51210 1.44906 -1.11103 0.382
C -2.58423 0.29440 -1.89475 -0.266
C -2.03307 0.27051 -3.15627 -0.186
C -1.39068 1.39335 -3.67375 -0.064
C -0.78643 1.34779 -5.05596 -0.517
C 0.31020 0.30562 -5.05531 0.812
O 0.21778 -0.80645 -5.49354 -0.581
O 1.40980 0.78924 -4.44838 -0.526
C 2.50676 -0.09623 -4.27243 -0.178
C 2.61619 -0.67343 -2.85199 0.654
O 3.45964 -1.50468 -2.60002 -0.610
N 1.72099 -0.15023 -1.98861 -0.619
C 1.51704 -0.46323 -0.63705 0.189
C 2.20435 -1.47216 0.02485 -0.230
C 1.94689 -1.73080 1.35733 -0.261
C 0.99083 -1.00472 2.07126 0.151
N 0.65740 -1.29186 3.39119 -0.443
C 0.56679 -0.21005 4.35307 -0.238
C -0.34841 -0.63879 5.50109 -0.073
O 0.13764 -1.80416 6.12379 -0.521
C 0.23991 -2.85347 5.19090 -0.070
C 1.16224 -2.49420 4.02008 -0.246
C 0.30297 0.00464 1.38841 -0.184
C 0.56810 0.27501 0.06483 -0.262
C -1.30658 2.53096 -2.88823 -0.185
C -1.86545 2.57024 -1.61994 -0.338
H -3.55034 3.35350 0.52478 0.179
H -1.99834 2.77364 1.19339 0.174
H -3.53869 2.19913 1.87951 0.204
H -3.08030 -0.57066 -1.48570 0.230
H -2.09551 -0.62665 -3.75370 0.228
H -0.36518 2.31832 -5.31617 0.236
H -1.53704 1.05561 -5.79132 0.242
H 2.42547 -0.93564 -4.97166 0.239
H 3.41863 0.46583 -4.49018 0.217
H 1.10446 0.56632 -2.35334 0.415
H 2.94763 -2.04576 -0.50268 0.252
H 2.51615 -2.50735 1.84243 0.214
H 0.17288 0.68790 3.88124 0.210
H 1.56423 0.01827 4.76526 0.178
H -0.38606 0.13010 6.27468 0.193
H -1.36210 -0.81806 5.11074 0.164
H 0.63302 -3.71194 5.73780 0.194
H -0.75834 -3.09746 4.79599 0.165
H 1.14653 -3.31519 3.30310 0.216
H 2.18853 -2.35637 4.39755 0.177
H -0.46643 0.56843 1.89284 0.199
H 0.02416 1.05800 -0.44380 0.210
H -0.80523 3.41024 -3.26643 0.215
H -1.78694 3.47897 -1.04398 0.224
```

## Properties
HOMO = -7.505 eV
structure (SMILES) = COc1ccc(CC(=O)OCC(=O)Nc2ccc(N3CCOCC3)cc2)cc1
energy = -1300.354770 Ha

=====

DFT (ωB97M-V with the def2-TZVPD basis set) results for 8 unconnected molecules or ions with the total composition C22H50Cl4N6O6.

The geometry in XYZ format:
```
88
Properties=species:S:1:pos:R:3:lowdin_charge:R:1
C -18.25031 -3.81738 -0.84332 -0.051
N -18.35711 -4.81232 -1.90182 0.010
C -19.43935 -5.56224 -2.14915 -0.574
C -19.41036 -6.34730 -3.44336 0.000
O -20.40657 -5.62018 -1.39240 0.013
H -17.77729 -4.23056 0.04934 0.081
H -19.22385 -3.39867 -0.60856 0.082
H -17.59263 -3.02526 -1.20730 0.067
H -17.60111 -4.82949 -2.57825 0.063
H -20.22260 -7.06552 -3.44597 0.081
H -18.46678 -6.90157 -3.48150 0.076
H -19.43185 -5.68341 -4.30712 0.078
C -21.83457 -3.37466 -3.44699 -0.053
N -23.19795 -3.13575 -3.84535 0.028
C -23.59773 -2.82164 -5.08845 -0.538
C -25.06915 -2.54475 -5.28379 0.009
O -22.80253 -2.61271 -6.00408 -0.005
H -21.54051 -2.79426 -2.56807 0.089
H -21.11909 -3.16190 -4.23708 0.045
H -21.69684 -4.41738 -3.15300 0.072
H -23.90205 -3.22950 -3.13415 0.134
H -25.11523 -1.46041 -5.42254 0.084
H -25.64870 -2.77280 -4.38905 0.074
H -25.47434 -3.01850 -6.17059 0.086
C -13.80137 -0.14669 -3.59655 -0.066
N -13.76871 -1.42925 -2.93335 0.009
C -14.52695 -1.74313 -1.85359 -0.547
C -14.20446 -3.07153 -1.21312 0.008
O -15.40228 -1.01911 -1.41320 0.041
H -14.76031 0.34498 -3.46895 0.069
H -13.63886 -0.25819 -4.66989 0.083
H -13.01835 0.53070 -3.24942 0.087
H -13.04889 -2.09377 -3.15506 0.124
H -15.09642 -3.57004 -0.84516 0.073
H -13.52883 -2.92081 -0.36721 0.093
H -13.65905 -3.75301 -1.87034 0.056
C -23.64299 0.36484 -7.76820 -0.079
N -22.74585 0.17270 -6.66250 0.006
C -22.33336 1.16643 -5.84848 -0.551
C -21.58670 0.67049 -4.64072 0.003
O -22.54748 2.35516 -6.07320 0.024
H -24.21102 -0.55682 -7.93779 0.076
H -23.09415 0.51168 -8.69890 0.082
H -24.39843 1.12658 -7.59499 0.084
H -22.58329 -0.77087 -6.31154 0.078
H -21.08609 1.44222 -4.06455 0.076
H -20.95435 -0.17332 -4.92072 0.054
H -22.31215 0.25739 -3.92501 0.081
C -22.50298 0.81511 -0.79286 -0.079
N -21.23472 1.48332 -0.96180 0.006
C -20.06240 0.81498 -1.07594 -0.555
C -18.85588 1.72376 -1.13822 0.009
O -19.97542 -0.39958 -1.11322 0.029
H -22.93654 1.05480 0.18367 0.081
H -22.45186 -0.26003 -0.91627 0.076
H -23.25413 1.20684 -1.48644 0.081
H -21.26196 2.45115 -1.22381 0.129
H -18.20669 1.55159 -0.27823 0.090
H -19.16039 2.76804 -1.02823 0.072
H -18.25821 1.63935 -2.04316 0.072
C -14.74846 -6.18103 -2.87393 -0.055
N -14.50663 -5.29769 -4.00878 0.011
C -15.41072 -4.47438 -4.55829 -0.517
C -14.91331 -3.63621 -5.71343 -0.002
O -16.56718 -4.38339 -4.14261 0.014
H -15.54402 -5.75895 -2.26522 0.069
H -13.83626 -6.29428 -2.29491 0.084
H -15.05639 -7.16696 -3.22172 0.088
H -13.54697 -5.20809 -4.29721 0.134
H -14.35888 -2.75266 -5.39578 0.069
H -15.73531 -3.23879 -6.30547 0.031
H -14.32609 -4.28341 -6.36811 0.089
Cl -18.90711 -2.30591 -5.72984 0.595
C -18.45698 -1.75091 -4.09631 -0.626
C -17.22815 -0.89598 -4.19199 -0.655
Cl -17.47875 0.54678 -5.23245 0.540
H -18.23480 -2.60622 -3.46300 0.047
H -19.28137 -1.17855 -3.67634 0.049
H -16.34549 -1.41367 -4.56428 0.044
H -16.92267 -0.53397 -3.20831 0.047
Cl -16.06388 -1.53950 -8.46444 0.545
C -17.10220 -2.84523 -9.09539 -0.661
C -17.57027 -2.60666 -10.51347 -0.688
Cl -16.22609 -2.55615 -11.64063 0.562
H -17.94012 -2.96273 -8.41237 0.041
H -16.48556 -3.74259 -9.09289 0.064
H -18.16924 -1.70086 -10.60574 0.075
H -18.24933 -3.41521 -10.79007 0.077
```

## Properties
HOMO = -8.869 eV
structure (SMILES) = CNC(C)=O.CNC(C)=O.CNC(C)=O.CNC(C)=O.CNC(C)=O.CNC(C)=O.ClCCCl.ClCCCl
energy = -3489.135118 Ha

=====

DFT (ωB97M-V with the def2-TZVPD basis set) results for 2 unconnected molecules or ions with the total composition C3H10O2S.

The geometry in XYZ format:
```
16
Properties=species:S:1:pos:R:3:nbo_charge:R:1
C -0.11182 0.87572 -1.52579 -0.046
O -1.22709 0.05983 -1.70540 -0.697
C 1.07694 0.16654 -0.83394 -0.447
C 1.09091 0.51912 0.66087 -0.607
S 2.37893 -0.44404 1.40562 0.713
H -0.37569 1.78806 -0.96553 0.163
H 0.20958 1.18676 -2.52626 0.215
H -1.44878 -0.55105 -0.99596 0.492
H 2.04076 0.42940 -1.29410 0.241
H 0.92616 -0.90187 -0.96652 0.237
H 1.28019 1.58055 0.83575 0.298
H 0.12859 0.32375 1.15517 0.274
H 1.73866 -0.83185 2.53255 0.158
H -2.37657 -2.13044 1.64907 0.481
H -2.77340 -0.64653 1.55187 0.478
O -2.55737 -1.42395 1.02262 -0.954
```

## Properties
HOMO (alpha / beta) = -14.079 / -14.003 eV
multiplicity = 2
total charge = +1
energy = -668.607780 Ha

=====

DFT (ωB97M-V with the def2-TZVPD basis set) results for a molecular structure, C31H31AsCl2F2NNiS.

The geometry in XYZ format:
```
70
Properties=species:S:1:pos:R:3:nbo_charge:R:1
Ni 0.46962 0.40024 -2.47351 1.028
Cl -0.33076 -1.51321 -4.05200 0.006
C -1.34405 -0.52101 -5.09887 -0.041
C -1.85191 -1.09474 -6.24452 -0.234
C -2.69437 -0.32662 -7.10894 -0.256
C -3.06077 0.93177 -6.73729 -0.221
C -2.60722 1.50345 -5.50885 -0.067
Cl -3.25344 3.05784 -5.15347 0.012
C -1.58343 0.85651 -4.77573 -0.202
S -0.87794 1.69611 -3.42061 -0.351
H -1.52871 -2.12630 -6.43136 0.221
H -2.92444 -0.68661 -8.12997 0.212
H -3.69928 1.59188 -7.33732 0.217
F 2.97489 -0.77926 -2.72637 -0.389
C 2.42484 0.42334 -2.97972 0.180
F 3.13704 1.43793 -2.46621 -0.385
H 2.43380 0.56343 -4.04742 0.078
C 0.57905 -5.10772 3.98271 -0.626
C 0.98284 -3.87340 3.13443 -0.030
C 1.66603 -2.79466 3.74969 -0.226
C 1.94810 -1.64187 2.99104 -0.020
C 2.84895 -0.70662 3.69269 -0.633
C 1.63195 -1.70353 1.62462 -0.318
As 1.72213 -0.05585 0.48830 1.005
N 0.23161 -0.20378 -0.79799 -1.141
C -1.12022 -0.23009 -0.53101 0.125
C -1.92860 0.83501 -0.22487 -0.245
C -3.33164 0.69824 -0.13411 -0.195
C -3.93708 -0.52944 -0.42536 -0.260
C -3.17862 -1.65544 -0.70095 -0.220
C -1.76549 -1.52123 -0.68201 -0.239
C 1.22540 1.65193 1.51224 -0.306
C 1.91880 2.86224 1.30427 -0.006
C 3.29577 2.93618 0.69714 -0.639
C 1.30168 4.07686 1.58284 -0.225
C 0.09218 4.09865 2.27132 -0.039
C -0.53449 5.40883 2.65669 -0.628
C -0.53995 2.88854 2.54736 -0.183
C 0.06384 1.64464 2.31850 -0.016
C -0.76065 0.44480 2.76448 -0.645
C 1.23022 -2.84540 0.96425 -0.025
C 1.33759 -3.15059 -0.50745 -0.660
C 0.85872 -3.93624 1.76404 -0.176
H 0.34141 -5.96255 3.26691 0.205
H -0.32047 -4.90913 4.57544 0.213
H 1.43126 -5.43662 4.63248 0.208
H 1.98956 -2.95414 4.73896 0.194
H 3.52717 -1.28035 4.37442 0.210
H 2.33158 0.01639 4.33521 0.223
H 3.51561 -0.21583 2.96154 0.223
H -1.41789 1.74790 -0.17131 0.217
H -3.86542 1.59573 0.17816 0.202
H -5.02045 -0.54364 -0.44173 0.197
H -3.68089 -2.61255 -0.71212 0.201
H -1.08913 -2.38865 -0.62768 0.207
H 3.87081 1.97219 0.79119 0.230
H 3.88370 3.80126 1.14453 0.202
H 3.23003 3.12719 -0.35599 0.240
H 1.75411 5.03163 1.30994 0.201
H 0.22061 6.17410 2.88148 0.209
H -1.07858 5.34997 3.58402 0.210
H -1.23592 5.82695 1.88131 0.217
H -1.58845 2.89314 2.92661 0.189
H -0.26623 -0.06826 3.63268 0.215
H -0.89448 -0.37025 2.01541 0.247
H -1.74536 0.81854 3.17668 0.212
H 2.41289 -3.22541 -0.78772 0.231
H 0.83098 -2.43119 -1.20342 0.264
H 0.94506 -4.14576 -0.76360 0.204
H 0.39649 -4.81547 1.30594 0.193
```

## Properties
HOMO (alpha / beta) = -3.767 / -4.608 eV
multiplicity = 3
total charge = -1
energy = -6516.978479 Ha

=====

Energy above the lowest of the compared OMol25 structures with the same formula, charge and spin, respectively: 0.000; 4.522; 2.388; 0.161; 0.000; 0.127 eV.